Below is the molecule CH3Cl2OPS, with properties calculated with ωB97M-V/def2-TZVPD.

As for the LUMO energy: -0.0381 Eh. The spin multiplicity is 1. As for the SMILES: O=S(Cl)#[PH]CCl. The calculation puts the highest occupied orbital energy at -8.8131 eV. Its energy above the lowest of the compared OMol25 structures with the same formula, charge and spin is 454.0 kJ/mol. For the total energy, the calculation gives -1774.9903 Eh.

Last column: Mulliken charge in e.
Atoms and positions in Å:
1 O -1.798 -0.240 2.036  -0.4361
2 S -0.721 -0.853 1.305  0.5147
3 Cl -1.372 -2.655 0.826  -0.1819
4 P -0.531 -0.128 -1.178  0.0269
5 C 1.198 0.484 -0.672  -0.5542
6 Cl 1.360 1.123 1.022  -0.1686
7 H -1.279 1.088 -1.003  0.0980
8 H 1.183 1.369 -1.414  0.2945
9 H 1.960 -0.188 -0.923  0.4068

---

Below is the molecule CH3Cl2P, with properties calculated with ωB97M-V/def2-TZVPD.

As for the LUMO energy (alpha / beta): -0.0302 / -0.0249 Eh. The spin multiplicity is 1. The calculation puts the highest occupied orbital energy (alpha / beta) at -7.4137 / -7.2488 eV. Its energy above the lowest of the compared OMol25 structures with the same formula, charge and spin is 324.2 kJ/mol. For the total energy, the calculation gives -1301.5572 Eh.

Last column: Mulliken charge in e.
Atoms and positions in Å:
1 C 0.328 -1.272 -0.317  -0.4988
2 P -1.413 2.414 0.244  0.0708
3 Cl -0.575 0.087 0.496  -0.1373
4 Cl 0.198 3.335 0.946  -0.1638
5 H -0.300 -1.654 -1.114  0.2374
6 H 1.260 -0.883 -0.703  0.2342
7 H 0.501 -2.026 0.449  0.2575

---

Below is a cluster of 2 separate species, CH3ClFN in total, with properties calculated with ωB97M-V/def2-TZVPD.

As for the LUMO energy (alpha / beta): -0.0198 / -0.0233 Eh. The spin multiplicity is 1. The calculation puts the highest occupied orbital energy (alpha / beta) at -9.2284 / -9.0701 eV. Its energy above the lowest of the compared OMol25 structures with the same formula, charge and spin is 389.5 kJ/mol. For the total energy, the calculation gives -654.5076 Eh.

Last column: Mulliken charge in e.
Atoms and positions in Å:
1 C 0.361 0.769 0.605  -0.4762
2 N -0.861 -0.639 -0.517  -0.0967
3 F -0.132 -1.781 0.040  -0.2312
4 Cl -0.537 -0.571 -2.141  -0.0195
5 H 0.639 -0.153 1.128  0.2496
6 H 1.078 1.149 -0.139  0.2948
7 H -0.548 1.226 1.024  0.2792

---

Below is the molecule CH3ClN2, with properties calculated with ωB97M-V/def2-TZVPD.

As for the LUMO energy: 0.0246 Eh. The spin multiplicity is 1. As for the SMILES: ClN1CN1. The calculation puts the highest occupied orbital energy at -10.2045 eV. Its energy above the lowest of the compared OMol25 structures with the same formula, charge and spin is 419.7 kJ/mol. For the total energy, the calculation gives -609.4729 Eh.

Last column: Mulliken charge in e.
Atoms and positions in Å:
1 Cl 2.297 -0.120 0.152  -0.0735
2 N 0.777 0.063 -0.624  -0.1884
3 C -0.353 -0.404 0.185  -0.0237
4 N -0.284 1.053 0.174  -0.4228
5 H -0.245 -1.046 0.990  0.2900
6 H -1.250 -0.925 -0.354  0.1650
7 H -0.942 1.378 -0.523  0.2533

---

Below is a structure of composition CH3ClN2O4, with properties calculated with ωB97M-V/def2-TZVPD.

As for the LUMO energy (alpha / beta): -0.0721 / -0.0720 Eh. The spin multiplicity is 1. The calculation puts the highest occupied orbital energy (alpha / beta) at -10.9766 / -10.9775 eV. Its energy above the lowest of the compared OMol25 structures with the same formula, charge and spin is 271.3 kJ/mol. For the total energy, the calculation gives -910.2847 Eh.

Last column: Mulliken charge in e.
Atoms and positions in Å:
1 C 1.319 -0.255 0.330  0.0834
2 N -1.272 -0.301 -0.464  -0.1675
3 N -1.491 0.949 0.050  1.1613
4 O -0.678 1.769 -0.337  -0.5654
5 O -2.488 1.091 0.744  -0.5525
6 O 1.904 -0.993 -0.737  -0.4970
7 O 0.078 -0.704 0.691  -0.3003
8 Cl -2.478 -1.448 -0.145  0.0592
9 H 1.174 0.801 0.036  0.2175
10 H 1.717 -0.501 1.308  0.2287
11 H 2.213 -0.409 -1.477  0.3326

---

Below is the ion CH3ClN3S with charge +1, with properties calculated with ωB97M-V/def2-TZVPD.

As for the LUMO energy (alpha / beta): -0.2257 / -0.2257 Eh. The spin multiplicity is 1. The calculation puts the highest occupied orbital energy (alpha / beta) at -13.6217 / -13.6201 eV. Its energy above the lowest of the compared OMol25 structures with the same formula, charge and spin is 200.4 kJ/mol. For the total energy, the calculation gives -1062.0886 Eh. The total charge is +1.

Last column: Mulliken charge in e.
Atoms and positions in Å:
1 C 0.939 0.497 0.826  -0.1858
2 N -1.899 -1.333 0.182  -0.5389
3 N -0.070 -0.192 0.573  0.1368
4 N -1.168 -0.414 0.174  0.2917
5 S 2.263 0.723 -0.358  0.2051
6 Cl 3.592 -0.589 0.381  0.0523
7 H 1.252 0.936 1.736  0.4475
8 H -2.880 -1.104 -0.244  0.3135
9 H 1.551 0.035 -1.299  0.2778

---

Below is a cluster of 2 separate species, CH3ClO2S in total, with properties calculated with ωB97M-V/def2-TZVPD.

As for the LUMO energy: 0.0022 Eh. The spin multiplicity is 1. As for the SMILES: O=CO.SCl. The calculation puts the highest occupied orbital energy at -9.3250 eV. Its energy above the lowest of the compared OMol25 structures with the same formula, charge and spin is 108.9 kJ/mol. For the total energy, the calculation gives -1048.7356 Eh.

Last column: Mulliken charge in e.
Atoms and positions in Å:
1 O 1.076 -0.646 0.223  -0.3976
2 C 1.100 0.154 1.058  0.1935
3 O 2.094 0.981 1.385  -0.4033
4 H 0.129 0.439 1.515  0.2987
5 H 2.885 0.760 1.009  0.3127
6 S -2.281 0.170 -1.840  -0.0823
7 Cl -1.561 -1.506 -0.944  -0.0992
8 H -3.441 -0.355 -2.404  0.1776

---

Below is the molecule CH3ClOS2, with properties calculated with ωB97M-V/def2-TZVPD.

As for the LUMO energy (alpha / beta): -0.0365 / -0.0364 Eh. The spin multiplicity is 1. The calculation puts the highest occupied orbital energy (alpha / beta) at -8.3398 / -8.3428 eV. Its energy above the lowest of the compared OMol25 structures with the same formula, charge and spin is 163.7 kJ/mol. For the total energy, the calculation gives -1371.6315 Eh.

Last column: Mulliken charge in e.
Atoms and positions in Å:
1 C -0.281 0.116 0.912  -0.8119
2 O 1.925 0.554 -1.141  -0.5156
3 S -0.363 -1.066 -0.526  0.1717
4 S 1.430 -0.832 -1.425  0.3182
5 Cl -1.853 -0.058 -1.697  -0.2076
6 H 0.175 1.170 0.722  0.3322
7 H 0.225 -0.274 1.798  0.3561
8 H -1.258 0.390 1.356  0.3568

---

What did the first record say?
Below is the molecule CH3Cl2OPS, with properties calculated with ωB97M-V/def2-TZVPD.

As for the LUMO energy: -0.0381 Eh. The spin multiplicity is 1. As for the SMILES: O=S(Cl)#[PH]CCl. The calculation puts the highest occupied orbital energy at -8.8131 eV. Its energy above the lowest of the compared OMol25 structures with the same formula, charge and spin is 454.0 kJ/mol. For the total energy, the calculation gives -1774.9903 Eh.

Last column: Mulliken charge in e.
Atoms and positions in Å:
1 O -1.798 -0.240 2.036  -0.4361
2 S -0.721 -0.853 1.305  0.5147
3 Cl -1.372 -2.655 0.826  -0.1819
4 P -0.531 -0.128 -1.178  0.0269
5 C 1.198 0.484 -0.672  -0.5542
6 Cl 1.360 1.123 1.022  -0.1686
7 H -1.279 1.088 -1.003  0.0980
8 H 1.183 1.369 -1.414  0.2945
9 H 1.960 -0.188 -0.923  0.4068

---

> Look up the spin multiplicity of the second one.

1

---

> Which value of spin multiplicity does entry 2 give?

1

---

> Which value of spin multiplicity does entry 8 give?

1